DFT (ωB97M-V/def2-TZVPD) results for C2H5N3OS in the gas phase.

Last column: Mulliken charge in e.
Atoms and positions in Å:
H1 0.069 0.760 -2.395  0.28
N1 -0.516 1.298 -1.619  -0.60
C1 -0.161 0.815 -0.344  0.36
N2 -0.297 1.587 0.895  -0.35
N3 0.409 -0.440 0.049  0.02
O1 0.996 -1.023 -1.154  -0.51
C2 -0.348 -1.642 0.566  -0.12
S1 -1.033 -1.346 1.966  -0.31
H2 -0.673 1.124 1.674  0.14
H3 -0.314 2.721 0.872  0.27
H4 2.008 -1.290 -0.751  0.38
H5 -0.140 -2.563 0.242  0.44

energy relative to the best compared isomer or geometry (same formula, charge and spin) = 136.84 kcal/mol
spin multiplicity = 1
highest occupied orbital energy = -0.338 Ha
Kohn-Sham gap = 8.61 eV
maximum force = 7.76 eV/Å
structure (SMILES) = [H]/N=C(/N)N(O)C=S